No. 1
Density functional theory data (wB97M-V/def2-TZVPD) for a molecular structure, C23H40F3N2NbO4PRbS.

XYZ file:
```
76
Properties=species:S:1:pos:R:3
C 2.0520 3.4740 3.7294
C 2.7153 3.7473 2.2868
C 3.3237 2.4283 1.5574
C 2.3976 1.0941 1.7554
O 2.5706 0.3013 0.6012
Nb 0.8776 -0.1830 -0.5041
C -0.7783 -1.0034 -1.7950
C -1.9924 -0.0337 -2.1659
N -2.9556 0.0832 -1.0292
C -3.7308 1.3626 -1.0283
C -3.5591 1.9987 0.4695
C -3.8094 -1.1034 -0.8646
C -4.6327 -1.8508 -2.0102
O -3.9105 -1.5692 0.3132
C 2.1372 0.0364 -2.4049
N 2.4013 -1.2460 -3.1420
C 3.8803 -1.2297 -3.4660
C -0.4582 -0.5371 1.3280
C 0.0674 -1.6103 2.3586
O 1.0320 -1.4010 3.1763
C -0.6151 -3.0653 2.5215
C -0.5224 -3.7697 3.9249
C -1.1441 -5.1960 4.0479
C -1.8446 -5.9457 2.8717
C -1.9802 -5.2281 1.5024
C -1.3545 -3.8122 1.3859
C 0.1207 1.9757 -0.5630
C 0.8016 2.9596 -1.6183
O 0.9141 4.2674 -0.9316
C -0.1461 3.3243 -2.8952
F -0.1052 2.3717 -3.9324
F -1.4623 3.7115 -2.5117
F 0.4365 4.5243 -3.4512
P 1.7940 -2.6318 -0.4134
S 0.8965 -3.8641 -1.6331
H 2.4506 2.5379 4.2525
H 0.9207 3.3504 3.5496
H 2.2456 4.4226 4.3621
H 3.6204 4.4737 2.4806
H 2.0364 4.2897 1.5466
H 4.3839 2.2146 2.0174
H 3.5019 2.5579 0.4110
H 2.8846 0.5395 2.6495
H 1.3557 1.3832 2.0894
H -0.3413 -1.3962 -2.7936
H -1.2340 -1.9288 -1.2839
H -2.5366 -0.4939 -3.0819
H -1.6848 1.0180 -2.4887
H -3.4527 2.0956 -1.8541
H -4.8497 1.0699 -1.0906
H -3.4622 3.1389 0.4358
H -4.3364 1.6101 1.2060
H -2.5385 1.6113 0.8549
H -5.0568 -2.8198 -1.5458
H -3.8998 -2.1920 -2.8193
H -5.4862 -1.2296 -2.4404
H 3.1721 0.4440 -2.0704
H 1.7333 0.7939 -3.1616
H 1.9185 -1.2537 -4.0595
H 4.1773 -0.1952 -3.9035
H 4.1709 -2.0061 -4.2505
H 4.5024 -1.3572 -2.5147
H -1.4792 -0.8947 0.9358
H -0.6356 0.5064 1.7917
H -0.0137 -3.2863 4.8265
H -1.0739 -5.7161 5.0572
H -2.2634 -6.9961 2.9773
H -2.4822 -5.6595 0.5761
H -1.4449 -3.2850 0.3839
H 0.3259 2.4380 0.4826
H -1.0211 2.0812 -0.6771
H 1.8739 2.7287 -1.9185
H 0.0171 4.5117 -0.5947
H 1.9389 -3.1147 0.9311
H 3.1574 -2.4952 -0.9096
Rb 5.4886 4.1230 2.1712
```

E_LUMO ... -1.981 eV
HOMO ... -6.07 eV
Orbital gap ... 4.09 eV
Spin multiplicity ... 1
Largest force on an atom ... 0.0899 hartree/bohr

***

No. 2
Density functional theory data (wB97M-V/def2-TZVPD) for a molecular structure, C4H7NO.

XYZ file:
```
13
Properties=species:S:1:pos:R:3
C 0.8437 1.0001 -0.1680
O -0.1772 0.9265 -1.1796
C -1.1765 0.1277 -0.6879
C -0.6980 -0.6679 0.4299
N 1.0486 -1.5199 0.2963
C 0.6669 -0.2297 0.7318
H 0.6790 1.9176 0.4102
H 1.8076 1.0360 -0.6825
H -1.6893 0.5241 0.3646
H -1.9054 -0.1418 -1.4666
H -1.3682 -1.3650 0.9005
H 1.0532 -1.5645 -0.7202
H 0.9158 -0.0434 1.7717
```

E_LUMO ... 0.867 eV
HOMO ... -8.22 eV
Orbital gap ... 9.08 eV
Spin multiplicity ... 1
Largest force on an atom ... 0.0696 hartree/bohr

***

No. 3
Density functional theory data (wB97M-V/def2-TZVPD) for 2 unconnected molecules or ions with the total composition C4H5N3O.

XYZ file:
```
13
Properties=species:S:1:pos:R:3
C 1.7215 0.5571 0.6666
C 1.8678 -0.8022 0.3089
C 0.1892 0.1409 -0.7524
C -2.6763 0.2685 0.4937
N 0.8151 1.1229 -0.0635
N 0.8392 -1.0657 -0.5032
N -0.8888 0.3261 -1.5094
O -3.0711 -0.8470 0.6135
H 2.4147 1.2182 1.2620
H 2.6747 -1.4369 0.7952
H -3.2213 1.1446 0.9475
H 0.4194 -1.9866 -0.7962
H -1.0840 1.3602 -1.4628
```

E_LUMO (alpha / beta) ... 0.243 / -0.897 eV
HOMO (alpha / beta) ... -7.82 / -8.05 eV
Orbital gap (alpha / beta) ... 8.06 / 7.15 eV
Spin multiplicity ... 1
Largest force on an atom ... 0.0672 hartree/bohr